{
  "formula": "C5H7NO2",
  "method": "ωB97M-V/def2-TZVPD",
  "e_homo_ha": -0.3704,
  "homo_lumo_gap_ev": 10.89,
  "e_tot_ev": -10878.35097,
  "largest_force_ev_per_a": 6.465,
  "elements": ["C", "C", "C", "C", "C", "H", "H", "H", "H", "H", "H", "H", "N", "O", "O"],
  "xyz": [[-1.73, -0.85, 1.08], [-0.62, 0.01, 0.39], [-0.40, -0.65, -0.93], [1.81, 0.88, -1.06], [0.71, 0.24, 0.92], [-0.97, 1.13, 0.12], [0.05, -1.70, -1.05], [-1.17, -0.55, -1.69], [1.89, 1.77, -1.71], [2.66, 0.24, -0.66], [0.60, 0.28, 2.08], [1.60, -0.84, 0.51], [-2.37, -1.68, 1.69], [0.51, 0.32, -1.65], [1.16, 1.38, 0.18]]
}

{
  "formula": "C3H3OY",
  "method": "ωB97M-V/def2-TZVPD",
  "e_homo_ha": [-0.8460, -0.8852],
  "charge": 3,
  "homo_lumo_gap_ev": [6.24, 7.30],
  "e_tot_ev": -6208.52843,
  "s_squared": 0.763,
  "largest_force_ev_per_a": 2.243,
  "spin_multiplicity": 2,
  "elements": ["H", "O", "C", "C", "C", "H", "H", "Y"],
  "xyz": [[-0.47, -0.66, -1.82], [-1.28, 0.14, 0.16], [-0.14, -0.84, -0.79], [0.79, 0.08, -0.18], [-0.26, 0.85, 0.45], [-0.10, -1.90, -0.51], [1.81, -0.05, 0.17], [-0.36, 2.37, 2.52]]
}

{
  "formula": "C4H11NO2",
  "method": "ωB97M-V/def2-TZVPD",
  "e_homo_ha": -0.3424,
  "homo_lumo_gap_ev": 10.00,
  "e_tot_ev": -9909.72317,
  "largest_force_ev_per_a": 5.494,
  "elements": ["C", "C", "C", "O", "N", "C", "H", "H", "H", "H", "H", "H", "H", "H", "H", "O", "H", "H"],
  "xyz": [[0.66, 0.31, 1.03], [0.97, 1.51, 0.12], [0.81, 0.70, -1.27], [1.74, 0.53, -2.11], [-0.48, 0.73, -1.52], [-1.21, 0.56, -2.88], [0.65, 0.47, 2.10], [1.05, -0.70, 0.78], [-0.47, 0.27, 0.72], [0.23, 2.19, 0.36], [1.94, 1.84, 0.16], [-1.16, 0.56, -0.73], [-2.31, 0.75, -2.70], [-0.80, 1.20, -3.55], [-0.96, -0.45, -3.24], [-0.46, -3.59, 3.94], [0.50, -3.29, 3.89], [-0.70, -3.60, 4.87]]
}

{
  "formula": "C4H9N2O",
  "method": "ωB97M-V/def2-TZVPD",
  "e_homo_ha": [-0.4161, -0.4162],
  "charge": 1,
  "homo_lumo_gap_ev": [4.97, 4.98],
  "e_tot_ev": -9311.91531,
  "largest_force_ev_per_a": 2.738,
  "elements": ["C", "C", "C", "C", "N", "N", "O", "H", "H", "H", "H", "H", "H", "H", "H", "H"],
  "xyz": [[-3.14, -0.47, 0.70], [-2.17, -0.62, -0.24], [2.15, -0.01, 0.20], [-1.34, 0.42, -0.69], [2.44, -0.71, -0.87], [3.09, 0.55, 0.91], [-1.34, 1.65, -0.28], [-3.74, -1.31, 1.01], [-3.37, 0.47, 1.19], [-2.01, -1.58, -0.69], [-0.61, 0.24, -1.46], [1.72, -1.18, -1.40], [3.40, -0.87, -1.19], [2.85, 1.09, 1.72], [4.08, 0.48, 0.68], [-2.01, 1.85, 0.41]]
}